# 1
This record from the OMol25 dataset describes a single C18H22Cl2NO3P molecule in a non-equilibrium geometry. The level of theory is ωB97M-V/def2-TZVPD.

Each line ends with the natural charge from an NBO analysis.
Cartesian coordinates (Å):
C1 0.09 -2.81 -0.46  -0.6047
H1 -0.47 -2.78 -1.39  0.2123
H2 0.13 -3.84 -0.11  0.2177
H3 1.11 -2.47 -0.64  0.2104
C2 -0.58 -1.92 0.59  -0.0623
N1 -0.70 -0.58 0.05  -0.7042
H4 0.22 -0.23 -0.21  0.4093
C3 -1.37 0.40 0.89  -0.2555
H5 -0.68 1.06 1.41  0.2051
H6 -1.98 -0.12 1.63  0.2055
C4 -2.31 1.22 -0.02  0.0990
C5 -1.55 2.29 -0.81  -0.8181
P1 -0.03 1.79 -1.71  2.1551
O1 1.15 1.46 -0.88  -1.1279
O2 0.26 3.14 -2.55  -0.9938
H7 1.11 3.47 -2.28  0.5129
C6 -0.40 0.56 -3.03  -0.8270
C7 -1.25 1.15 -4.11  0.0587
C8 -2.64 1.16 -4.00  -0.2603
C9 -3.41 1.73 -4.99  -0.1920
C10 -2.81 2.31 -6.10  -0.2198
C11 -1.43 2.31 -6.21  -0.2038
C12 -0.66 1.73 -5.23  -0.2288
H8 0.42 1.73 -5.32  0.2086
H9 -0.96 2.76 -7.07  0.2129
H10 -3.42 2.76 -6.88  0.2125
H11 -4.49 1.73 -4.90  0.2117
H12 -3.11 0.73 -3.13  0.2376
H13 0.58 0.26 -3.42  0.2544
H14 -0.87 -0.31 -2.57  0.2544
H15 -2.22 2.75 -1.54  0.2602
H16 -1.20 3.07 -0.12  0.2495
O3 -3.01 0.36 -0.87  -0.7354
H17 -2.40 -0.39 -1.02  0.4827
H18 -3.06 1.74 0.60  0.1849
C13 0.20 -2.01 1.89  0.0628
C14 1.35 -1.25 2.09  -0.2655
C15 2.06 -1.35 3.28  -0.0452
C16 1.64 -2.22 4.28  -0.0788
C17 0.50 -2.99 4.08  -0.2101
C18 -0.21 -2.88 2.90  -0.2272
H19 -1.10 -3.48 2.75  0.2145
H20 0.18 -3.66 4.86  0.2309
Cl1 2.52 -2.36 5.75  0.0298
Cl2 3.47 -0.39 3.51  0.0327
H21 1.70 -0.57 1.33  0.2403
H22 -1.59 -2.30 0.78  0.1935

Gap between HOMO and LUMO in eV: 9.71
HOMO level in eV: -9.059
Multiplicity: 1
ΔE to the lowest compared entry with this formula, charge and spin in kcal/mol: 2.8
Strongest force on any atom in Eh/bohr: 0.0201



# 2
This record from the OMol25 dataset describes 2 unconnected molecules or ions with the total composition CH7OS2. The level of theory is ωB97M-V/def2-TZVPD.

Each line ends with the natural charge from an NBO analysis.
Cartesian coordinates (Å):
O1 1.03 -0.26 2.01  -0.9704
H1 0.85 0.03 0.10  0.2437
H2 1.62 -0.93 2.39  0.5043
H3 0.63 0.15 2.78  0.5001
C1 -0.95 -0.72 -1.38  -0.7445
S1 0.58 0.22 -1.23  0.4989
S2 -0.04 2.19 -0.87  0.0062
H4 -0.65 -1.76 -1.52  0.2673
H5 -1.55 -0.63 -0.48  0.2627
H6 -1.47 -0.33 -2.25  0.2716
H7 -0.05 2.03 0.46  0.1601

Gap between HOMO and LUMO in eV: 10.23
HOMO level in eV: -15.015
Multiplicity: 1
Total charge: +1
ΔE to the lowest compared entry with this formula, charge and spin in kcal/mol: 0.0
Strongest force on any atom in Eh/bohr: 0.0170